51
Properties=species:S:1:pos:R:3:forces:R:3 method="wB97M-V/def2-TZVPD" homo_ha=-0.3006 smiles="COc1cccc(NC(=S)N(Cc2ccc(Cl)cc2)Cc2ccc(C(=O)O)cc2)c1" spin_multiplicity=1 de_lowest_kcal_mol=0.0 e_lumo_ev=0.379 orbital_gap_ev=8.559
C 5.735042 2.324217 2.502690 0.14 0.22 0.03
O 4.956991 1.167586 2.307628 -0.29 -0.26 -0.05
C 3.607515 1.297828 2.213412 -0.18 -0.04 0.03
C 2.913434 2.502818 2.280889 0.37 0.10 0.04
C 1.532203 2.498144 2.182462 -0.04 -0.14 -0.04
C 0.825989 1.324778 2.007983 -0.06 -0.04 0.13
C 1.518919 0.115350 1.921808 0.29 0.62 0.02
N 0.868065 -1.109909 1.770138 0.25 -0.24 -0.22
C -0.439380 -1.355567 1.441229 -0.25 -0.26 0.11
S -1.227689 -2.556184 2.271456 -0.11 -0.44 0.35
N -1.004131 -0.664396 0.424983 0.34 -0.05 0.20
C -2.410738 -0.842911 0.108944 -0.39 0.02 0.14
C -3.124162 0.479502 0.183886 -0.04 0.03 -0.18
C -3.692078 1.061013 -0.941384 0.03 -0.10 0.17
C -4.318733 2.292507 -0.862588 -0.08 0.18 0.08
C -4.368126 2.951767 0.354406 0.08 -0.21 -0.11
Cl -5.141395 4.494465 0.459176 -0.09 0.18 0.02
C -3.807203 2.387478 1.490347 -0.03 0.05 -0.01
C -3.191075 1.154515 1.398085 -0.03 -0.02 -0.09
C -0.218923 -0.022519 -0.606710 0.31 0.18 -0.12
C 0.500707 -0.985466 -1.523016 0.04 -0.02 -0.10
C 0.305513 -2.359700 -1.471495 -0.04 0.09 0.03
C 0.978368 -3.192430 -2.344826 0.19 -0.02 -0.25
C 1.856235 -2.663019 -3.286291 -0.13 0.21 0.18
C 2.547079 -3.587435 -4.209637 0.05 -0.59 -0.14
O 2.413607 -4.785838 -4.209389 -0.03 0.06 0.05
O 3.358986 -2.964739 -5.080783 0.23 0.42 -0.21
C 2.059245 -1.285346 -3.337812 0.01 -0.16 -0.05
C 1.386282 -0.460670 -2.461249 -0.10 0.00 0.11
C 2.902270 0.110606 2.033433 0.00 0.05 -0.01
H 5.476086 2.829870 3.438273 0.00 -0.02 -0.05
H 6.766287 1.978954 2.554278 -0.06 0.07 0.00
H 5.630202 3.024890 1.668173 -0.01 -0.03 0.04
H 3.429774 3.438376 2.419767 0.09 0.07 0.01
H 0.995282 3.432214 2.252640 -0.04 0.08 0.01
H -0.252102 1.340033 1.965246 -0.10 -0.01 -0.03
H 1.287570 -1.872485 2.287020 -0.25 0.10 -0.05
H -2.826940 -1.540901 0.841517 0.09 0.10 -0.27
H -2.512522 -1.281126 -0.889031 0.03 -0.02 0.05
H -3.654838 0.545133 -1.890267 0.03 -0.06 -0.10
H -4.763156 2.739178 -1.737963 -0.05 0.07 -0.06
H -3.858894 2.907846 2.433642 -0.03 0.07 0.08
H -2.763682 0.701240 2.280527 0.07 -0.06 0.13
H 0.516598 0.658476 -0.168757 -0.19 -0.04 -0.18
H -0.906128 0.590955 -1.198503 0.09 0.01 0.10
H -0.368944 -2.791643 -0.748231 -0.09 -0.04 0.12
H 0.832695 -4.261347 -2.314038 -0.01 -0.09 0.00
H 3.779335 -3.621279 -5.657607 -0.20 -0.09 0.23
H 2.742908 -0.873994 -4.063395 0.05 0.04 -0.05
H 1.543603 0.607778 -2.498107 0.04 0.13 -0.01
H 3.453733 -0.814956 1.984867 0.08 -0.14 -0.06

***

52
Properties=species:S:1:pos:R:3:forces:R:3 method="wB97M-V/def2-TZVPD" homo_ha=-0.3063 smiles="CCOc1cccc(-c2cc(C(=O)N3N=C(C)C[C@]3(O)C(F)F)c3ccccc3n2)c1" spin_multiplicity=1 de_lowest_kcal_mol=0.0 e_lumo_ev=-0.200 orbital_gap_ev=8.135
C 5.417713 3.711672 1.421020 -0.12 -0.41 -0.17
C 5.428099 2.357256 0.729619 0.33 0.21 0.01
O 4.127358 1.813655 0.832465 -0.19 -0.01 0.06
C 3.879899 0.585596 0.303692 -0.06 -0.18 -0.10
C 4.812515 -0.199869 -0.365182 0.12 0.33 0.14
C 4.436942 -1.444275 -0.849196 -0.11 -0.06 0.01
C 3.151874 -1.912776 -0.681588 -0.03 -0.01 -0.03
C 2.203408 -1.127862 -0.022157 0.59 0.23 -0.07
C 0.840046 -1.649584 0.145776 -0.46 -0.31 0.10
C -0.265371 -0.782470 0.314924 -0.34 -0.26 0.15
C -1.522788 -1.310320 0.469183 0.59 -0.24 0.12
C -2.677461 -0.406613 0.690798 0.10 0.35 -0.42
O -3.522828 -0.553342 1.564646 -0.04 -0.18 0.20
N -2.757990 0.665905 -0.138970 -0.83 0.50 0.48
N -1.997212 0.881976 -1.246545 0.74 -0.17 -0.90
C -2.423786 1.902332 -1.874380 -0.41 0.11 0.41
C -1.803067 2.403630 -3.118543 0.12 -0.12 -0.01
C -3.625091 2.553400 -1.230495 0.09 -0.32 0.21
C -3.827385 1.681504 0.015687 0.43 0.13 0.46
O -5.085103 1.112238 0.049363 -0.47 0.01 -0.05
C -3.534949 2.454736 1.324671 -0.25 -0.45 0.26
F -4.305924 3.561189 1.402174 -0.36 0.19 -0.13
F -2.249992 2.886855 1.329415 0.40 0.01 -0.15
C -1.692113 -2.720715 0.465821 0.43 -0.01 -0.08
C -2.928098 -3.376100 0.619057 -0.27 -0.22 0.03
C -2.995162 -4.742265 0.583025 -0.16 0.27 0.00
C -1.838092 -5.511839 0.385026 0.29 -0.06 -0.03
C -0.623232 -4.907119 0.227554 -0.19 -0.16 0.02
C -0.517026 -3.500031 0.263748 -0.71 0.14 0.10
N 0.699250 -2.954032 0.109705 0.53 0.23 -0.05
C 2.577412 0.114751 0.468309 0.08 -0.03 -0.05
H 5.139965 3.592345 2.464566 0.00 0.03 0.11
H 4.693440 4.365776 0.943527 -0.04 0.10 -0.04
H 6.403076 4.165060 1.362467 0.09 0.06 0.00
H 6.155558 1.690402 1.213418 -0.09 0.02 -0.11
H 5.706699 2.473452 -0.327427 -0.02 -0.09 0.11
H 5.825964 0.139727 -0.510225 0.07 0.06 0.01
H 5.169037 -2.049686 -1.363280 0.05 -0.05 -0.05
H 2.855898 -2.880554 -1.051799 0.00 -0.08 -0.03
H -0.119633 0.284929 0.310864 0.01 0.06 -0.03
H -2.539223 2.425673 -3.920725 -0.03 0.03 -0.09
H -1.440893 3.419977 -2.968903 0.03 0.08 -0.04
H -0.974074 1.762005 -3.400747 0.06 0.00 -0.07
H -3.439952 3.597496 -0.979810 -0.02 0.01 -0.01
H -4.507866 2.495008 -1.868234 0.00 0.03 0.01
H -5.091747 0.437486 0.752551 0.16 0.14 -0.10
H -3.704466 1.844210 2.222104 0.03 0.10 -0.27
H -3.818969 -2.789610 0.781029 -0.05 0.01 0.02
H -3.946125 -5.238878 0.707274 -0.09 0.00 0.01
H -1.917938 -6.588798 0.358964 0.03 -0.08 -0.01
H 0.280708 -5.475307 0.074067 0.10 -0.05 -0.02
H 1.888719 0.741800 1.011675 -0.11 0.08 0.07

***

62
Properties=species:S:1:pos:R:3:forces:R:3 method="wB97M-V/def2-TZVPD" charge=+3 homo_ha=-0.6083 spin_multiplicity=1 e_lumo_ev=-12.645 orbital_gap_ev=3.907
Re -1.808747 -1.359574 0.512667 -0.55 -1.00 0.07
F -2.279820 0.997670 2.940034 0.09 -0.01 -0.03
C -3.514761 0.670155 3.273447 -0.12 0.04 0.04
F -4.363823 1.583859 2.896117 -0.06 0.03 -0.04
F -3.609817 0.385755 4.537275 -0.01 -0.06 0.09
S -3.956695 -0.896811 2.311480 -0.38 0.15 0.34
O -3.586589 -0.521073 0.854897 0.05 0.35 0.08
O -5.277997 -1.314031 2.528848 0.04 -0.09 -0.10
N -2.696995 -1.808913 2.694501 0.39 0.29 -0.37
S -2.381650 -3.339209 2.241150 0.10 -0.25 0.10
O -3.366177 -3.918344 1.394002 -0.05 -0.04 0.06
O -1.062308 -2.984007 1.525505 0.36 0.08 -0.23
C -1.877850 -4.573094 3.699511 -0.05 0.28 -0.01
F -1.286702 -3.868760 4.608674 0.07 0.09 0.08
F -1.092486 -5.414853 3.106995 0.08 -0.08 -0.07
F -2.993746 -5.090234 4.085201 -0.13 -0.04 0.05
C -1.048323 -1.313844 -5.283248 0.01 0.00 0.03
N -1.294533 -1.893531 -3.949627 0.06 0.00 0.01
C -1.726265 -1.240088 -2.909573 0.24 -0.03 0.05
N -2.002496 0.043430 -2.888662 -0.11 -0.01 -0.09
S -2.090942 -2.257389 -1.468589 -0.39 0.03 -0.51
H -0.244307 -1.878736 -5.746321 -0.02 -0.02 -0.02
H -0.721182 -0.281674 -5.185116 0.03 0.01 -0.01
H -1.950217 -1.388176 -5.889767 -0.01 0.03 0.00
H -1.151367 -2.892109 -3.858957 0.03 0.00 0.02
H -1.948775 0.601097 -3.731993 0.07 0.02 0.01
H -2.412476 0.484914 -2.081199 0.02 -0.01 0.02
C -0.730183 -0.117300 0.096539 0.22 0.20 0.49
Ge 1.142189 0.981472 0.050061 0.34 0.20 0.03
C 0.679877 2.781172 0.527023 0.09 0.01 -0.12
C 1.707193 3.724408 0.399253 -0.07 -0.14 -0.04
C 1.481286 5.045725 0.752547 0.00 0.01 -0.01
C 0.231965 5.435126 1.210937 -0.13 -0.02 0.03
C -0.797562 4.505999 1.323687 0.07 0.12 0.01
C -0.572756 3.182105 0.984652 0.00 -0.07 0.04
C 2.038287 -0.150774 1.318084 -0.03 0.10 0.08
C 2.062453 -1.539174 1.179004 0.04 -0.05 -0.04
C 2.803027 -2.314513 2.056297 0.01 -0.01 0.01
C 3.531905 -1.703542 3.072106 0.00 0.00 0.01
C 3.515808 -0.323960 3.215583 -0.01 -0.03 -0.01
C 2.764690 0.454951 2.344938 -0.11 0.02 0.04
C 1.685854 0.709197 -1.773004 -0.17 -0.12 -0.09
C 1.076292 1.435710 -2.803144 0.10 0.14 0.06
C 1.548259 1.331075 -4.101785 0.01 -0.01 -0.03
C 2.623680 0.491326 -4.381736 0.01 0.00 0.00
C 3.232907 -0.232467 -3.365692 -0.01 -0.02 -0.01
C 2.765434 -0.128048 -2.061773 -0.08 -0.06 -0.01
H 2.683190 3.442357 0.017959 0.01 -0.02 0.02
H 2.278249 5.771354 0.663149 0.00 0.00 -0.01
H 0.055681 6.469219 1.475254 -0.01 -0.01 0.02
H -1.770137 4.818793 1.679707 0.00 0.01 -0.02
H -1.380535 2.465176 1.082845 -0.02 0.00 -0.01
H 1.536286 -2.026086 0.359864 0.00 0.00 -0.01
H 2.835142 -3.389987 1.940506 0.00 0.00 0.00
H 4.119178 -2.308042 3.750370 0.00 0.00 0.00
H 4.087174 0.147119 4.003766 0.00 0.00 0.00
H 2.745475 1.531279 2.474660 0.01 0.00 -0.01
H 0.291466 2.150252 -2.572900 -0.02 0.00 0.00
H 1.120979 1.939256 -4.890018 -0.01 0.00 0.01
H 3.009128 0.428973 -5.391245 0.00 0.00 0.00
H 4.085658 -0.861194 -3.584297 0.01 0.01 0.00
H 3.259505 -0.679387 -1.270450 0.01 0.00 0.00

***

56
Properties=species:S:1:pos:R:3:forces:R:3 method="wB97M-V/def2-TZVPD" charge=-1 homo_ha="-0.1505 / -0.1538" spin_multiplicity=1 de_lowest_kcal_mol=58.0 e_lumo_ev="1.191 / 1.251" orbital_gap_ev="5.285 / 5.437"
Rh -0.541190 -1.764561 0.520756 -0.58 1.76 -1.85
Se -0.998697 -5.712464 2.883761 -0.45 0.47 -0.58
Sb -2.286115 -3.712285 2.232966 0.12 0.90 0.58
Se -0.810929 -1.641235 2.927146 -0.47 -0.67 1.07
Se -2.330949 -2.827421 -0.681376 -1.00 -0.73 1.83
Se -4.368893 -3.370690 3.501949 0.54 -0.15 -0.84
O 0.487083 -2.425851 -1.990904 -0.45 0.49 -0.94
C -0.372299 -1.698413 -1.531585 2.15 -0.80 1.13
C -1.036891 -0.597376 -2.288022 -0.34 0.21 -0.41
C -1.264131 -0.683290 -3.657723 0.00 0.09 0.08
C -1.961581 0.331845 -4.291468 0.03 -0.06 -0.08
C -2.411052 1.433454 -3.572586 -0.02 0.09 0.02
C -2.158852 1.534134 -2.212103 0.11 0.00 0.06
C -1.471177 0.514081 -1.567995 0.18 -0.29 -0.13
P -1.050678 0.429489 0.205087 -0.50 -1.17 -0.14
C 0.321881 1.599425 0.386776 0.21 -0.15 0.24
C 0.629620 2.064651 1.666267 -0.04 -0.08 -0.13
C 1.739474 2.867501 1.863290 0.03 0.06 0.09
C 2.555170 3.206675 0.791567 0.00 -0.03 0.00
C 2.259340 2.734380 -0.478689 0.05 0.02 -0.04
C 1.152337 1.923313 -0.681552 -0.15 0.04 0.02
C -2.464346 1.255500 0.990625 0.05 -0.11 0.06
C -2.575261 2.642475 1.081153 -0.01 -0.12 0.00
C -3.737338 3.206462 1.585878 0.03 0.06 -0.01
C -4.780364 2.392688 2.008724 -0.01 0.02 0.01
C -4.669748 1.012109 1.924327 -0.02 0.08 0.00
C -3.512861 0.444849 1.413710 0.00 -0.14 0.02
H -0.917739 -1.554310 -4.198958 0.02 -0.02 0.04
H -2.171829 0.255941 -5.351563 -0.01 0.03 0.01
H -2.965829 2.216390 -4.075006 0.00 -0.01 0.00
H -2.507178 2.388871 -1.646073 -0.04 0.03 -0.04
H -0.004709 1.781697 2.498839 0.04 0.01 0.04
H 1.972999 3.228484 2.857272 0.00 -0.02 0.00
H 3.425802 3.830088 0.953061 -0.01 0.01 -0.02
H 2.896521 2.992290 -1.316203 -0.01 0.00 0.01
H 0.923270 1.545574 -1.670358 0.05 0.00 -0.01
H -1.755149 3.273119 0.760737 -0.01 0.04 0.00
H -3.827405 4.284171 1.649303 0.00 -0.01 0.02
H -5.679095 2.842257 2.413366 -0.01 -0.02 -0.01
H -5.475411 0.374795 2.263922 0.03 -0.04 0.00
H -3.415522 -0.633438 1.346898 -0.01 0.02 0.04
C 5.258729 -1.149043 -1.670422 -0.06 0.13 0.08
C 4.573642 -0.589050 -0.419067 0.09 -0.13 -0.12
C 3.597666 -1.554835 0.159436 -0.01 -0.41 0.26
N 2.331089 -1.388443 0.213512 0.32 0.29 -0.16
N 1.640720 -2.428237 0.764716 0.19 -0.04 -0.08
C 2.399470 -3.415829 1.150529 0.40 0.33 -0.17
N 1.979338 -4.551100 1.704313 -0.15 -0.17 0.06
S 4.101934 -3.106207 0.828006 -0.34 0.10 -0.02
H 5.957211 -0.418808 -2.081893 0.02 -0.03 0.00
H 4.516517 -1.385416 -2.433032 0.01 -0.04 0.00
H 5.810655 -2.059391 -1.433784 0.02 -0.01 -0.05
H 4.022055 0.318023 -0.660292 -0.05 0.05 0.06
H 5.326320 -0.343616 0.335095 -0.02 0.08 -0.01
H 1.002425 -4.693145 1.983742 0.02 0.05 -0.02
H 2.641974 -5.220286 2.043923 0.04 -0.01 0.02

***

How do the records compare in molecular weight? In the order shown, they have 441.0 425.4 872.4 959.0 g mol⁻¹.